# 1
{"formula": "C13H16I2O3", "method": "wB97M-V/def2-TZVPD", "lumo_ev": -0.9, "smiles": "CCCCCCC1=C(/C(I)=C(/C)I)C(=O)OC1=O", "homo_energy_ev": -9.3, "fmax_ev_per_a": 0.42, "homo_lumo_gap_ev": 8.34, "symbols": ["C", "C", "C", "C", "C", "C", "C", "C", "C", "I", "C", "C", "I", "C", "O", "O", "C", "O", "H", "H", "H", "H", "H", "H", "H", "H", "H", "H", "H", "H", "H", "H", "H", "H"], "coordinates": [[-0.42000, -3.07400, 2.17410], [-1.36078, -1.96421, 1.70863], [-2.28672, -2.39868, 0.55489], [-1.88439, -1.82412, -0.80417], [-1.92933, -0.28445, -0.84407], [-0.52861, 0.34686, -0.92112], [-0.31604, 1.65429, -0.23121], [0.86119, 2.22047, 0.04533], [2.18956, 1.67979, -0.24390], [3.04408, 0.62426, 1.34627], [2.83352, 1.78001, -1.39335], [4.18244, 1.20717, -1.71572], [1.91698, 2.82977, -2.96088], [0.62332, 3.50594, 0.75102], [1.39895, 4.24961, 1.25784], [-0.73970, 3.73709, 0.75198], [-1.36884, 2.59581, 0.27469], [-2.55255, 2.49567, 0.29047], [0.12631, -2.78138, 3.07214], [0.32038, -3.30787, 1.40493], [-0.97990, -3.98371, 2.39862], [-0.75545, -1.10941, 1.39114], [-1.95346, -1.61669, 2.55712], [-2.28774, -3.49076, 0.49498], [-3.31244, -2.08984, 0.77240], [-0.87541, -2.17691, -1.04937], [-2.53685, -2.23960, -1.57477], [-2.45710, 0.08896, 0.03137], [-2.50016, 0.03191, -1.71769], [-0.22372, 0.47605, -1.96555], [0.20318, -0.34817, -0.49428], [4.12123, 0.11732, -1.76065], [4.89615, 1.47333, -0.93380], [4.55190, 1.57550, -2.66736]], "atomic_forces_ev_per_a": [[0.03, 0.10, -0.05], [0.04, -0.04, -0.02], [0.09, 0.10, 0.05], [0.08, -0.10, 0.02], [0.12, -0.08, -0.15], [-0.02, -0.10, 0.15], [-0.02, 0.06, 0.06], [-0.15, -0.19, 0.01], [-0.09, 0.07, 0.15], [-0.01, -0.05, 0.11], [0.23, 0.02, -0.30], [-0.05, 0.02, 0.10], [-0.05, 0.04, -0.03], [0.09, 0.25, 0.03], [-0.02, -0.03, -0.13], [0.07, -0.34, 0.24], [-0.08, 0.26, -0.24], [0.04, -0.06, -0.05], [0.00, 0.00, -0.01], [-0.06, -0.08, -0.01], [0.04, 0.00, 0.02], [-0.07, 0.04, 0.10], [0.00, -0.03, -0.01], [-0.09, 0.02, 0.01], [-0.01, -0.03, -0.04], [-0.02, 0.03, -0.04], [-0.02, 0.01, 0.02], [-0.05, -0.01, -0.02], [-0.08, 0.13, 0.12], [-0.01, -0.02, 0.00], [0.03, 0.05, -0.03], [0.03, 0.01, 0.00], [-0.01, -0.04, -0.02], [0.01, -0.01, -0.01]], "nbo_charge": [-0.60, -0.40, -0.39, -0.39, -0.41, -0.47, 0.06, -0.18, -0.22, 0.18, -0.12, -0.68, 0.16, 0.76, -0.50, -0.49, 0.76, -0.50, 0.21, 0.20, 0.20, 0.19, 0.20, 0.20, 0.20, 0.19, 0.21, 0.22, 0.22, 0.24, 0.23, 0.24, 0.24, 0.24]}

---

# 2
{"formula": "C13H16N4O", "method": "wB97M-V/def2-TZVPD", "lumo_ev": -0.2, "smiles": "CN1C=C[C@@H](C/N=N/c2ccccc2)N(C)C1=O", "homo_energy_ev": -8.2, "fmax_ev_per_a": 3.55, "de_lowest_kj_mol": 245.1, "homo_lumo_gap_ev": 7.99, "symbols": ["C", "N", "C", "C", "C", "C", "N", "N", "C", "C", "C", "C", "C", "C", "N", "C", "C", "O", "H", "H", "H", "H", "H", "H", "H", "H", "H", "H", "H", "H", "H", "H", "H", "H"], "coordinates": [[4.66309, -1.81743, -0.16958], [3.26015, -2.14645, 0.14867], [2.65876, -1.49385, 1.25833], [1.29528, -1.58370, 1.40656], [0.40092, -2.28493, 0.37547], [-0.34555, -1.19079, -0.43082], [-1.31557, -0.38423, 0.33354], [-0.95900, 0.79714, 0.64640], [-1.79295, 1.56726, 1.44066], [-1.21587, 2.63825, 2.16400], [-1.99253, 3.39892, 3.05456], [-3.40181, 3.25666, 3.09393], [-3.97848, 2.18922, 2.39076], [-3.19049, 1.33965, 1.62794], [1.15145, -3.14315, -0.51485], [0.35930, -3.97240, -1.43501], [2.50854, -2.91405, -0.72732], [3.04014, -3.40132, -1.69927], [5.31375, -2.66210, -0.33257], [5.10157, -1.27645, 0.68288], [4.73775, -1.16903, -1.06410], [3.30600, -0.96648, 1.96497], [0.75233, -1.13726, 2.24734], [-0.31645, -2.95600, 0.88090], [-0.88394, -1.62519, -1.27581], [0.42021, -0.54295, -0.91976], [-0.15862, 2.90524, 2.00741], [-1.57690, 4.20566, 3.64926], [-4.00355, 3.96770, 3.63008], [-5.05751, 2.02593, 2.45770], [-3.65950, 0.57712, 1.05640], [-0.49282, -4.40477, -0.89905], [0.94131, -4.79857, -1.84145], [0.00729, -3.34767, -2.27530]], "atomic_forces_ev_per_a": [[-0.22, 0.70, -0.17], [0.09, 0.83, 1.24], [-2.68, -0.86, -0.50], [1.42, -0.18, -0.11], [-0.07, 0.43, 0.90], [0.42, 1.45, -0.93], [0.06, 1.55, 1.29], [1.27, -2.80, -1.77], [-2.08, 0.94, 1.77], [0.01, -0.11, -0.01], [-1.16, 0.14, -0.70], [1.43, -0.97, -0.52], [0.08, 0.36, 0.29], [1.03, 0.70, -0.28], [0.76, 0.47, 0.79], [0.50, 0.53, -0.20], [-0.57, -0.37, -0.81], [0.71, -0.43, -0.64], [-0.26, -0.59, -0.13], [-0.42, -0.09, -0.25], [-0.15, -0.31, 0.41], [-0.21, -0.29, -0.41], [0.55, -0.10, -0.33], [0.00, 0.54, 0.05], [-0.31, -0.20, 0.32], [-0.25, -0.20, 0.56], [-0.53, -0.42, 0.17], [0.29, -0.12, -0.24], [-0.12, 0.01, 0.30], [0.37, 0.03, -0.16], [-0.22, -0.70, -0.28], [0.11, 0.30, 0.02], [0.18, 0.25, 0.11], [-0.02, -0.46, 0.20]], "nbo_charge": [-0.39, -0.46, 0.02, -0.28, -0.06, -0.28, -0.15, -0.17, 0.07, -0.19, -0.22, -0.19, -0.22, -0.20, -0.44, -0.40, 0.80, -0.65, 0.22, 0.20, 0.21, 0.22, 0.23, 0.20, 0.21, 0.20, 0.23, 0.22, 0.22, 0.22, 0.23, 0.20, 0.24, 0.19]}

---

# 3
{"formula": "C13H16N6O4", "method": "wB97M-V/def2-TZVPD", "lumo_ev": -0.4, "smiles": "CCOc1nc(NCCO)nc(Nc2ccc([N+](=O)[O-])cc2)n1", "homo_energy_ev": -8.9, "fmax_ev_per_a": 1.38, "de_lowest_kj_mol": 67.0, "homo_lumo_gap_ev": 8.48, "symbols": ["C", "C", "O", "C", "N", "C", "N", "C", "C", "O", "N", "C", "N", "C", "C", "C", "C", "N", "O", "O", "C", "C", "N", "H", "H", "H", "H", "H", "H", "H", "H", "H", "H", "H", "H", "H", "H", "H", "H"], "coordinates": [[-1.51434, 2.25304, -4.09125], [-0.17946, 1.53688, -4.24565], [0.74002, 1.89931, -3.22064], [0.58957, 1.33770, -2.03558], [1.46003, 1.72670, -1.11590], [1.31879, 1.15328, 0.07640], [2.13469, 1.52096, 1.07303], [3.27586, 2.37777, 0.89476], [4.59404, 1.58352, 0.88611], [5.71357, 2.40877, 0.70929], [0.38535, 0.23701, 0.38170], [-0.42562, -0.07543, -0.61201], [-1.42465, -0.99218, -0.45646], [-1.81142, -1.72804, 0.63720], [-1.17657, -1.63239, 1.88065], [-1.61349, -2.39543, 2.93882], [-2.68861, -3.26512, 2.77438], [-3.13967, -4.05600, 3.87745], [-4.08178, -4.80220, 3.69364], [-2.55590, -3.93782, 4.93730], [-3.32946, -3.37031, 1.54199], [-2.89328, -2.60781, 0.48504], [-0.37410, 0.44296, -1.84221], [-1.36015, 3.32876, -4.06603], [-2.16045, 2.00593, -4.92879], [-1.99604, 1.94388, -3.16739], [-0.32659, 0.45245, -4.23463], [0.31525, 1.83551, -5.17259], [2.04097, 1.00597, 1.93487], [3.29779, 3.11646, 1.70514], [3.15069, 2.88977, -0.06050], [4.67974, 1.00304, 1.81854], [4.59851, 0.89004, 0.04269], [5.74026, 3.06476, 1.41526], [-1.95367, -1.12995, -1.30878], [-0.34819, -0.95319, 1.98450], [-1.13566, -2.33352, 3.90449], [-4.16032, -4.05105, 1.43842], [-3.38570, -2.68403, -0.47326]], "atomic_forces_ev_per_a": [[0.38, -0.10, 0.11], [-0.52, -0.14, -0.46], [0.19, 0.15, 0.16], [-0.12, -0.48, 0.73], [0.35, 0.29, -0.10], [-0.45, -0.01, -0.52], [0.20, -0.14, 0.35], [0.46, 0.08, -0.12], [-0.47, -0.11, 0.11], [0.28, 0.40, 0.01], [-0.16, -0.25, 0.22], [0.43, 0.36, -0.03], [-0.16, 0.09, -0.61], [-0.12, -0.36, 0.67], [0.03, 0.08, -0.13], [-0.38, -0.38, 0.15], [0.47, 0.78, -1.04], [-0.22, -0.39, 0.54], [-0.15, -0.14, 0.02], [0.06, -0.02, 0.19], [0.02, -0.11, 0.36], [0.21, 0.17, 0.01], [-0.09, 0.13, -0.57], [-0.03, 0.11, -0.04], [-0.09, -0.01, -0.10], [-0.08, 0.00, 0.01], [0.09, 0.17, -0.08], [-0.04, -0.09, 0.13], [-0.10, 0.02, -0.12], [0.02, 0.00, -0.11], [0.09, 0.05, 0.20], [-0.06, -0.02, -0.14], [-0.09, -0.02, 0.10], [0.03, -0.07, -0.05], [0.13, 0.06, 0.16], [-0.05, -0.08, 0.10], [0.03, 0.02, 0.01], [-0.02, -0.01, -0.03], [-0.06, -0.02, -0.10]], "nbo_charge": [-0.64, -0.07, -0.46, 0.74, -0.59, 0.61, -0.57, -0.25, -0.06, -0.71, -0.61, 0.61, -0.58, 0.28, -0.29, -0.14, -0.02, 0.53, -0.39, -0.39, -0.16, -0.27, -0.64, 0.21, 0.22, 0.22, 0.20, 0.19, 0.40, 0.18, 0.25, 0.15, 0.19, 0.46, 0.41, 0.26, 0.25, 0.25, 0.21]}

---

# 4
{"formula": "C13H16NP", "method": "wB97M-V/def2-TZVPD", "lumo_ev": [0.7, -2.4], "homo_energy_ev": [-5.0, -8.0], "fmax_ev_per_a": 6.84, "de_lowest_kj_mol": 81.0, "homo_lumo_gap_ev": [5.71, 5.65], "spin_multiplicity": 3, "symbols": ["C", "C", "C", "C", "C", "C", "C", "C", "C", "C", "C", "C", "C", "N", "P", "H", "H", "H", "H", "H", "H", "H", "H", "H", "H", "H", "H", "H", "H", "H", "H"], "coordinates": [[-2.21555, 2.19737, 0.88598], [-0.82388, 1.88763, 0.50991], [2.65602, -1.37456, 0.10872], [-3.19472, 1.44541, 0.36971], [3.68036, -0.49990, 0.37037], [-0.52331, 0.79646, -0.18837], [1.25392, -0.96299, -0.01679], [-2.97160, 0.48522, -0.77349], [3.42220, 0.95250, 0.11786], [1.90133, 1.30775, 0.40052], [0.93510, 0.48205, -0.49268], [-1.58347, -0.18276, -0.64753], [-1.72855, -3.21371, -0.26521], [0.40549, -1.86966, 0.29404], [-1.19024, -1.71684, 0.66522], [-2.19753, 2.91750, 1.60514], [-0.01096, 2.61709, 0.70868], [2.60622, -2.43041, 0.07023], [-4.21597, 1.64086, 0.79266], [4.67817, -0.75629, 0.49682], [-3.66963, -0.27539, -0.62892], [-3.05400, 0.94888, -1.79126], [4.11371, 1.54587, 0.83212], [3.58063, 1.16576, -0.87029], [1.67009, 1.24304, 1.54882], [1.98106, 2.46482, 0.14072], [1.25475, 0.66321, -1.52908], [-1.20587, -0.59623, -1.58077], [-1.76462, -4.11946, 0.46536], [-1.01992, -3.63900, -1.05697], [-2.76923, -3.12427, -0.54149]], "atomic_forces_ev_per_a": [[1.82, -2.68, -2.10], [-0.21, 1.08, -0.44], [-3.02, 1.37, 0.34], [-1.19, 1.62, 0.75], [-1.12, 0.59, -1.17], [0.66, -0.53, -0.96], [5.89, 3.16, -1.46], [1.66, 0.22, 0.79], [-1.05, -0.49, 4.66], [1.80, 2.64, 0.81], [0.29, -0.30, 1.76], [1.55, 0.93, 0.64], [0.55, -2.73, 1.09], [-4.77, -2.57, 0.53], [0.48, -0.11, -1.30], [-1.22, 1.86, 2.04], [-0.88, -0.62, 0.22], [1.08, -1.08, 0.58], [0.83, -0.48, -0.84], [1.61, -0.90, 0.15], [-1.57, -1.25, -0.45], [-0.08, -0.27, 0.89], [-1.17, -0.50, -1.42], [0.87, 0.86, -2.57], [0.29, -0.11, -2.25], [-1.01, -2.09, 0.45], [-0.46, -0.27, 0.02], [-0.36, -0.32, -0.13], [0.09, 1.58, -0.78], [-1.09, 1.30, 0.74], [-0.27, 0.10, -0.60]], "lowdin_spin": [0.00, 0.06, 0.08, 0.04, 0.36, -0.01, 0.35, 0.02, 0.05, 0.03, 0.05, 0.14, 0.03, 0.53, 0.21, 0.00, 0.00, 0.00, 0.00, 0.03, 0.00, 0.01, 0.00, 0.01, 0.00, 0.00, 0.01, 0.00, 0.00, 0.00, 0.00]}